## i
Below is C2H3NO2 in the gas phase, with properties calculated with ωB97M-V/def2-TZVPD.

**Multiplicity**: 1
**SMILES**: CC(=O)N=O
**HOMO level**: -9.6 eV

Cartesian coordinates (Å):
C: 0.1301 -0.1556 -0.9755
C: -0.1013 -0.2341 0.5321
O: 0.1294 -1.1585 1.2844
N: -0.3988 1.1438 1.0988
O: -0.1673 1.0855 2.2814
H: 0.8118 -0.9843 -1.4476
H: -0.7746 -0.5982 -1.4154
H: 0.3706 0.9013 -1.3582

From a Mulliken analysis of the wavefunction, the atomic charges in e read:
1 C -0.830
2 C 0.623
3 O -0.447
4 N 0.042
5 O -0.225
6 H 0.291
7 H 0.253
8 H 0.293

## ii
Below is 2 unconnected molecules or ions with the total composition C2H3NO2, with properties calculated with ωB97M-V/def2-TZVPD.

**Multiplicity**: 1
**SMILES**: O=NO.C#C
**HOMO level**: -10.2 eV

Cartesian coordinates (Å):
O: -1.1702 0.9094 -0.7138
N: -1.8136 1.1584 0.2103
O: -1.3451 0.5411 1.3119
H: -0.7395 -0.2066 1.2221
C: 1.0334 -1.1375 -0.5037
C: 1.4921 -0.0285 -0.4308
H: 0.3870 -1.9780 -0.8100
H: 2.1559 0.7417 -0.2860

From a Mulliken analysis of the wavefunction, the atomic charges in e read:
1 O -0.323
2 N 0.353
3 O -0.352
4 H 0.316
5 C -0.348
6 C -0.375
7 H 0.352
8 H 0.377

## iii
Below is C2H3NO2 in the gas phase, with properties calculated with ωB97M-V/def2-TZVPD.

**Multiplicity**: 1
**SMILES**: C=NOC=O
**HOMO level**: -10.9 eV

Cartesian coordinates (Å):
C: -0.9109 1.3807 -0.4964
N: -0.7654 0.1593 -0.2560
O: 0.5795 -0.1581 -0.0891
C: 0.9186 -1.3275 0.5742
O: 2.0486 -1.6824 0.6811
H: -1.9444 1.3847 -0.7712
H: -0.1034 2.0478 -0.8351
H: 0.1774 -1.8045 1.1924

From a Mulliken analysis of the wavefunction, the atomic charges in e read:
1 C -0.231
2 N -0.409
3 O -0.087
4 C 0.214
5 O -0.424
6 H 0.291
7 H 0.302
8 H 0.342

Short version: ii is the least stable of them.

## i
Below is C2H3NO2 in the gas phase, with properties calculated with ωB97M-V/def2-TZVPD.

**Multiplicity**: 1
**SMILES**: C=NOC=O
**HOMO level**: -10.4 eV

Cartesian coordinates (Å):
C: 1.6499 1.2785 0.1137
N: 0.5063 0.7940 -0.2348
O: 0.2867 -0.3249 0.5212
C: -1.0569 -0.8026 0.2650
O: -1.4892 -1.0134 -0.8187
H: 1.7675 2.1593 -0.3542
H: 2.2953 0.8127 0.9055
H: -1.5446 -0.6785 1.2004

From a Mulliken analysis of the wavefunction, the atomic charges in e read:
1 C -0.288
2 N -0.354
3 O -0.144
4 C 0.245
5 O -0.392
6 H 0.334
7 H 0.270
8 H 0.331

## ii
Below is 2 unconnected molecules or ions with the total composition C2H3NO2, with properties calculated with ωB97M-V/def2-TZVPD.

**Multiplicity**: 1
**HOMO level**: -8.2 eV

Cartesian coordinates (Å):
C: 2.0436 -1.0831 1.1891
C: -1.9165 1.2038 -1.0247
N: 0.9444 -0.7364 0.9498
O: -0.4448 1.1151 -1.3607
O: -1.1055 -0.0730 -1.0098
H: -0.6073 -0.4462 -0.2689
H: 2.9578 -1.4720 1.4626
H: -1.8719 1.4919 0.0626

From a Mulliken analysis of the wavefunction, the atomic charges in e read:
1 C 0.005
2 C -0.233
3 N -0.437
4 O -0.215
5 O -0.026
6 H 0.487
7 H 0.333
8 H 0.085

Short version: ii is the least stable of them.

## i
Below is 2 unconnected molecules or ions with the total composition C2H3NO2, with properties calculated with ωB97M-V/def2-TZVPD.

**Multiplicity**: 1
**SMILES**: N#CC=O.O
**HOMO level**: -11.2 eV

Cartesian coordinates (Å):
N: -2.1136 -0.4843 1.4799
C: -1.8097 -1.2994 0.7306
C: -1.6062 -2.3253 -0.2553
O: -0.5557 -2.7775 -0.7073
H: -2.5674 -2.8086 -0.7076
O: 0.5435 1.0324 0.7500
H: 1.1059 1.0215 1.5079
H: 0.6885 1.9126 0.4780

From a Mulliken analysis of the wavefunction, the atomic charges in e read:
1 N -0.251
2 C 0.306
3 C 0.076
4 O -0.392
5 H 0.258
6 O -0.598
7 H 0.302
8 H 0.299

## ii
Below is 2 unconnected molecules or ions with the total composition C2H3NO2, with properties calculated with ωB97M-V/def2-TZVPD.

**Multiplicity**: 1
**HOMO level (spin up / spin down)**: -7.3 / -8.7 eV

Cartesian coordinates (Å):
C: 1.0088 -1.2480 -0.0725
C: -0.0044 -0.2456 -0.1731
N: 3.2942 0.8869 -0.3284
O: 1.1590 -2.3516 0.3925
O: 2.2730 0.3906 0.1480
H: -0.0490 0.2574 -1.1500
H: -0.8696 -0.7735 0.2558
H: 0.2313 0.6130 0.4529

From a Mulliken analysis of the wavefunction, the atomic charges in e read:
1 C 0.505
2 C -0.778
3 N -0.007
4 O -0.431
5 O -0.192
6 H 0.304
7 H 0.311
8 H 0.287

Short version: ii is the least stable of them.

## i
Below is C2H3N2OP in the gas phase, with properties calculated with ωB97M-V/def2-TZVPD.

**Multiplicity**: 1
**SMILES**: Pc1nnco1
**HOMO level**: -10.6 eV

Cartesian coordinates (Å):
P: -1.5132 0.2502 0.4985
C: 0.2807 0.4235 0.4083
N: 1.0491 1.3614 0.0492
N: 2.4537 0.6974 -0.0114
C: 2.2185 -0.4732 0.3782
O: 0.9440 -0.7811 0.6848
H: -1.6086 1.1003 -0.6735
H: -1.8598 1.3468 1.2002
H: 2.9397 -1.4068 0.2219

From a Mulliken analysis of the wavefunction, the atomic charges in e read:
1 P -0.177
2 C 0.463
3 N -0.298
4 N -0.308
5 C 0.136
6 O -0.261
7 H 0.081
8 H 0.062
9 H 0.302

## ii
Below is C2H3N2OP in the gas phase, with properties calculated with ωB97M-V/def2-TZVPD.

**Multiplicity**: 1
**HOMO level**: -8.5 eV

Cartesian coordinates (Å):
C: 0.0184 -1.9680 0.2222
C: 0.8675 0.7283 -1.0922
N: 1.6958 -0.8282 -2.6542
N: 1.2804 -0.1072 -1.9228
O: 0.0223 -0.8405 0.8564
P: 1.2730 0.2508 0.6342
H: -0.9585 -2.4650 0.4034
H: 0.3314 1.6116 -1.3980
H: 0.7252 1.3976 1.3564

From a Mulliken analysis of the wavefunction, the atomic charges in e read:
1 C -0.238
2 C -0.209
3 N -0.577
4 N 0.514
5 O -0.178
6 P 0.084
7 H 0.128
8 H 0.414
9 H 0.061

## iii
Below is C2H3N2OP in the gas phase, with properties calculated with ωB97M-V/def2-TZVPD.

**Multiplicity**: 1
**HOMO level (spin up / spin down)**: -8.6 / -8.8 eV

Cartesian coordinates (Å):
C: -0.3745 0.8654 0.2288
C: 1.4318 -1.0658 1.5972
N: -0.0904 -1.1964 -0.8130
N: -0.4967 0.0164 -0.7068
O: -1.1836 0.2913 -1.9408
P: 0.8963 -1.9686 0.2766
H: -0.9849 1.7491 0.2297
H: 1.8327 -0.4582 2.2906
H: -0.8382 -0.2259 -2.6710

From a Mulliken analysis of the wavefunction, the atomic charges in e read:
1 C -0.317
2 C -0.222
3 N -0.789
4 N 0.798
5 O -0.494
6 P -0.143
7 H 0.250
8 H 0.540
9 H 0.378

Short version: iii is the least stable of them.